22
Properties=species:S:1:pos:R:3:lowdin_charge:R:1 method="wB97M-V/def2-TZVPD" molar_mass_g_mol=118.18 homo_ha=-0.6567 e_tot_ha=-382.96094 max_force_ev_per_a=4.7 gap_ev=9.26 charge=+2 relative_energy_kcal_mol=48.96
C 0.3775 -0.7762 1.2008 -0.107
C -0.0697 0.0646 0.0181 -0.161
C -0.8309 -0.4604 -1.1521 -0.273
C -0.7270 -1.7997 -1.4740 0.184
C -1.2448 1.4191 -2.8237 0.242
N -1.5606 0.4332 -2.0249 0.082
N 0.0720 -0.1094 2.6289 0.234
H 1.5241 -0.9459 1.2806 0.155
H -0.1427 -1.7032 1.1083 0.104
H -0.7759 0.8965 0.4421 0.159
H 0.9172 0.5645 -0.2664 0.152
H -0.3819 -2.5621 -0.8427 0.072
H -1.0727 -2.1948 -2.4088 0.092
H -0.3328 2.0629 -2.8203 0.149
H -2.0776 1.8166 -3.5072 0.164
H -2.5558 0.1069 -2.0405 0.206
H -0.9240 -0.1358 2.6847 0.154
H 0.5780 0.7710 2.5525 0.136
H 0.5287 -0.6374 3.3584 0.166
H 3.5563 1.2346 2.8528 0.130
H 3.4676 0.8290 1.4275 0.032
O 2.8851 0.8683 2.1671 -0.071